Density functional theory data (the ωB97M-V functional and the def2-TZVPD basis) for a molecular structure, C17H15BrCl3GeIrN7O3 in a non-equilibrium geometry.

Properties
**Charge**: +2
**Energy**: -201392.180 eV
**Gap between HOMO and LUMO (spin up / spin down)**: 4.6522 / 4.4631 eV
**Relative energy (zero: lowest compared OMol25 entry of this formula, charge and spin)**: 0.0 kcal per mole
**Multiplicity**: 2
**HOMO energy (spin up / spin down)**: -12.979 / -12.981 eV

The geometry in XYZ format:
```
48
Properties=species:S:1:pos:R:3:lowdin_spin:R:1
Ir -0.39 -0.08 -0.33 0.006
Br 6.68 -2.78 -0.96 0.000
C 5.02 -1.90 -1.12 0.000
C 4.56 -1.51 -2.40 0.000
C 3.36 -0.89 -2.52 0.000
C 2.52 -0.63 -1.38 0.000
O 1.40 -0.10 -1.57 0.003
C 3.03 -0.99 -0.07 0.000
C 2.34 -0.69 1.14 0.000
N 1.21 -0.06 1.27 0.000
C 0.74 0.43 2.47 0.000
C 1.51 0.57 3.63 0.000
C 0.97 1.13 4.79 0.000
C -0.33 1.57 4.84 0.000
C -1.14 1.49 3.69 0.000
C -2.46 1.97 3.64 0.000
C -3.19 1.87 2.48 0.000
C -2.58 1.32 1.35 0.001
N -1.35 0.85 1.38 0.000
C -0.60 0.91 2.50 0.000
C 4.27 -1.63 0.01 0.000
H 5.17 -1.71 -3.27 0.000
H 2.97 -0.58 -3.48 0.000
H 2.86 -1.05 2.03 0.000
H 2.55 0.28 3.64 0.000
H 1.60 1.22 5.67 0.000
H -0.74 1.99 5.75 0.000
H -2.89 2.42 4.52 0.000
H -4.20 2.23 2.41 0.000
H -3.10 1.27 0.40 0.000
H 4.66 -1.90 0.98 0.000
N -1.21 -2.33 1.32 -0.002
N -1.78 -3.34 0.52 0.000
C -1.90 -3.17 -0.80 0.000
N -2.47 -4.11 -1.54 0.000
N -1.44 -2.01 -1.28 0.003
N -1.52 -1.64 -2.55 0.003
O -1.92 -2.37 -3.42 0.000
O -1.15 -0.48 -2.73 0.060
H -0.39 -2.69 1.81 0.000
H -1.89 -2.02 2.01 0.000
H -2.12 -4.19 0.96 0.000
H -2.80 -4.98 -1.16 0.000
H -2.55 -3.95 -2.55 0.000
Cl -0.29 4.09 -4.12 0.202
Ge -0.83 2.21 -3.16 0.444
Cl -0.05 2.41 -0.99 0.124
Cl -2.97 2.24 -2.69 0.156
```